Here is C15H31FP2Pb as an isolated structure from the Open Molecules 2025 dataset. Energies are from the ωB97M-V functional and the def2-TZVPD basis.

For the LUMO energy, the calculation gives -0.608 eV. The highest occupied orbital energy is -0.2803 Ha. The value obtained for the total energy is -42598.17115 eV. Its energy above the lowest of the compared OMol25 structures with the same formula, charge and spin is 0.539 eV. The spin multiplicity is 1.

```
50
Properties=species:S:1:pos:R:3:lowdin_charge:R:1
P -0.08 -1.43 -1.94 0.86
P 0.06 1.77 -1.80 0.86
C -0.36 -0.46 -3.49 -0.42
C 0.29 0.92 -3.44 -0.43
H -1.45 -0.38 -3.62 0.08
H 0.04 -1.06 -4.32 0.07
H 1.38 0.86 -3.60 0.07
H -0.13 1.59 -4.21 0.07
C -1.60 2.51 -2.09 -0.28
H -1.82 3.21 -1.28 0.04
H -2.37 1.73 -2.10 0.04
H -1.60 3.04 -3.06 0.04
C 1.13 3.23 -2.07 -0.30
H 0.79 3.79 -2.95 0.04
H 2.16 2.88 -2.21 0.04
H 1.08 3.86 -1.17 0.04
C -1.09 -2.92 -2.27 -0.30
H -0.96 -3.61 -1.43 0.04
H -0.78 -3.39 -3.21 0.04
H -2.14 -2.61 -2.32 0.04
C 1.61 -2.06 -2.29 -0.28
H 2.33 -1.24 -2.24 0.04
H 1.63 -2.51 -3.29 0.04
H 1.87 -2.81 -1.54 0.04
Pb -1.13 0.33 6.19 1.13
C 0.73 1.65 1.74 -0.11
C -0.58 1.56 1.50 -0.13
C -1.35 0.58 0.67 -0.29
C -1.81 -0.71 1.38 -0.19
C -0.72 -1.61 1.89 -0.12
C 0.60 -1.43 1.83 -0.11
C 1.34 -0.64 0.81 -0.26
C 1.84 0.72 1.32 -0.19
C 0.00 -1.57 5.89 -0.39
H 1.09 2.53 2.28 0.10
H -1.21 2.35 1.93 0.10
H -0.80 0.28 -0.24 -0.06
H -2.24 1.08 0.28 0.10
H -2.47 -0.40 2.21 0.11
H -2.45 -1.29 0.70 0.11
H -1.11 -2.48 2.44 0.10
H 1.24 -1.87 2.61 0.10
H 0.70 -0.45 -0.06 -0.04
H 2.19 -1.23 0.41 0.11
H 2.55 0.54 2.15 0.11
H 2.43 1.22 0.53 0.10
H 0.96 -1.45 6.43 -0.01
H 0.18 -1.74 4.82 -0.05
H -0.56 -2.40 6.34 -0.03
F 0.57 1.49 5.88 -0.67
```



Here is C12H26N2O4Si as an isolated structure from the Open Molecules 2025 dataset. Energies are from the ωB97M-V functional and the def2-TZVPD basis.

For the LUMO energy, the calculation gives 0.875 eV. The highest occupied orbital energy is -0.3458 Ha. The value obtained for the total energy is -31914.54023 eV. Its energy above the lowest of the compared OMol25 structures with the same formula, charge and spin is 0.000 eV. The spin multiplicity is 1.

```
45
Properties=species:S:1:pos:R:3:lowdin_charge:R:1
N 0.70 -0.70 1.48 0.09
N 0.63 2.22 -1.56 0.06
O 0.67 -1.19 0.21 -0.15
O 0.95 1.37 -0.52 -0.15
O -1.47 0.21 -0.18 -0.15
O 0.22 -0.55 -2.33 -0.11
C 1.11 -1.65 2.28 -0.34
C 0.17 3.35 -1.16 -0.35
C 1.27 -1.37 3.72 -0.03
C -0.27 4.31 -2.20 -0.03
C -3.77 -0.39 0.16 -0.07
C 2.15 -1.81 -3.19 -0.07
C 0.37 -3.88 1.58 -0.09
C -1.10 2.93 0.92 -0.10
C -2.34 -0.82 -0.04 -0.36
C 1.59 -0.51 -2.68 -0.34
C 1.52 -2.94 1.73 -0.22
C 0.02 3.66 0.28 -0.21
Si 0.08 -0.04 -0.76 0.23
H 1.10 -2.27 4.33 0.09
H 0.57 -0.59 4.01 0.08
H 2.23 -0.91 3.95 0.09
H -0.81 3.78 -3.00 0.09
H -0.98 5.02 -1.79 0.08
H 0.58 4.84 -2.65 0.09
H -4.51 -1.20 0.32 0.08
H -4.10 0.20 -0.74 0.09
H -3.84 0.26 1.02 0.07
H 1.63 -2.06 -4.11 0.08
H 3.24 -1.73 -3.34 0.09
H 2.01 -2.59 -2.47 0.07
H -0.33 -3.50 0.82 0.07
H -0.26 -3.98 2.47 0.08
H 0.68 -4.91 1.28 0.09
H -1.96 2.95 0.29 0.07
H -1.45 3.42 1.83 0.08
H -0.85 1.85 1.06 0.06
H -2.26 -1.47 -0.91 0.12
H -2.06 -1.48 0.79 0.11
H 1.66 0.29 -3.44 0.13
H 2.17 -0.20 -1.79 0.10
H 2.02 -2.76 0.78 0.12
H 2.26 -3.37 2.38 0.11
H -0.19 4.75 0.34 0.12
H 0.96 3.46 0.82 0.12
```



Here is C14H16CsIO2 as an isolated structure from the Open Molecules 2025 dataset. Energies are from the ωB97M-V functional and the def2-TZVPD basis.

For the LUMO energy, the calculation gives -0.224 eV. The highest occupied orbital energy is -0.2307 Ha. The value obtained for the total energy is -27518.54735 eV. Its energy above the lowest of the compared OMol25 structures with the same formula, charge and spin is 0.000 eV. The spin multiplicity is 1.

```
34
Properties=species:S:1:pos:R:3:lowdin_charge:R:1
Cs 0.12 -0.41 -0.86 0.97
C -3.07 -1.87 -2.11 -0.11
O -1.95 -1.36 -2.82 -0.33
C -1.55 -2.19 -3.90 -0.20
C -0.68 -3.35 -3.47 -0.20
O 0.55 -2.94 -2.90 -0.26
C 1.53 -2.59 -3.86 -0.10
H -3.93 -1.98 -2.76 0.10
H -3.31 -1.15 -1.33 0.09
H -2.85 -2.83 -1.64 0.09
H -1.00 -1.54 -4.59 0.13
H -2.43 -2.57 -4.44 0.13
H -0.51 -4.00 -4.33 0.13
H -1.18 -3.93 -2.69 0.13
H 1.67 -3.39 -4.59 0.09
H 2.47 -2.44 -3.32 0.09
H 1.28 -1.67 -4.40 0.09
I 2.96 -0.29 1.44 0.76
C 2.28 1.23 2.81 -0.60
C 3.13 1.54 3.82 -0.18
C 2.71 2.54 4.75 -0.10
C 1.50 3.14 4.61 -0.05
C 0.63 2.80 3.54 -0.18
C -0.63 3.43 3.40 -0.07
C -1.45 3.09 2.36 -0.11
C -1.03 2.11 1.43 -0.22
C 0.17 1.45 1.49 -0.31
C 1.01 1.82 2.58 -0.30
H 4.09 1.06 3.93 0.08
H 3.37 2.81 5.57 0.10
H 1.19 3.90 5.32 0.11
H -0.94 4.18 4.12 0.10
H -2.42 3.57 2.26 0.09
H -1.72 1.86 0.60 0.05
```



| no. | HOMO-LUMO gap (eV) | strongest force on any atom (eV/Å) |
| --- | --- | --- |
| 1 | 7.02 | 1.21 |
| 2 | 10.28 | 3.57 |
| 3 | 6.05 | 0.64 |